Record 1
Here is a cluster of 11 separate species, C54H138N8O19 in total from the Open Molecules 2025 dataset. Energies are from wB97M-V/def2-TZVPD.

ORCA input file:
```
! wB97M-V def2-TZVPD RIJCOSX def2/J DEFGRID3
* xyz -1 2
C 0.005 4.734 -1.307
C -1.444 4.339 -1.411
O -1.219 2.957 -1.768
H 0.650 4.371 -2.107
H 0.506 4.590 -0.350
H 0.029 5.822 -1.368
H -1.979 4.860 -2.205
H -2.073 4.232 -0.528
H -0.952 2.538 -0.947
C 3.576 -1.625 8.127
C 2.449 -1.168 7.017
O 2.857 -1.745 5.719
H 3.810 -2.687 8.055
H 3.401 -1.241 9.132
H 4.522 -1.179 7.821
H 2.525 -0.084 6.932
H 1.445 -1.436 7.343
H 2.192 -1.634 5.035
C -1.355 -1.010 3.851
C -0.427 -2.140 4.198
O 0.855 -1.557 3.848
H -1.030 -0.163 4.455
H -2.350 -1.354 4.131
H -1.247 -0.681 2.817
H -0.626 -3.033 3.606
H -0.329 -2.426 5.245
H 0.722 -0.620 3.688
C -3.311 -1.128 -5.419
O -2.096 -0.431 -5.543
C -1.246 -0.705 -4.399
C -0.036 0.239 -4.323
N -0.375 1.665 -4.662
C 0.788 2.460 -4.300
C 1.924 2.211 -5.246
O 1.556 2.040 -6.634
C 2.637 1.406 -7.246
H -3.640 -1.322 -4.398
H -3.252 -2.089 -5.931
H -4.113 -0.663 -5.992
H -1.012 -1.768 -4.340
H -1.809 -0.696 -3.465
H 0.733 -0.230 -4.937
H 0.374 0.239 -3.313
H -0.997 1.920 -3.908
H 1.097 2.468 -3.255
H 0.551 3.499 -4.525
H 2.316 1.337 -4.726
H 2.716 2.958 -5.299
H 3.471 2.089 -7.407
H 2.410 1.128 -8.275
H 2.881 0.448 -6.788
C -2.341 -6.312 -8.701
O -3.699 -6.144 -8.338
C -4.024 -5.818 -6.945
C -5.539 -5.874 -6.524
N -5.803 -5.542 -5.113
C -5.331 -6.568 -4.171
C -5.025 -5.907 -2.836
O -6.125 -5.639 -2.046
C -6.472 -4.317 -1.884
H -2.226 -6.627 -9.738
H -1.952 -7.224 -8.247
H -1.649 -5.470 -8.710
H -3.599 -4.870 -6.615
H -3.633 -6.616 -6.315
H -6.011 -6.842 -6.691
H -5.993 -5.163 -7.213
H -6.795 -5.497 -4.931
H -4.427 -7.069 -4.517
H -6.139 -7.273 -3.973
H -4.429 -5.013 -3.015
H -4.425 -6.590 -2.235
H -6.417 -3.736 -2.804
H -5.817 -3.850 -1.148
H -7.517 -4.258 -1.579
C 8.288 2.066 6.618
O 7.736 2.524 5.355
C 7.376 3.874 5.419
C 6.820 4.377 4.083
N 5.785 3.444 3.532
C 5.316 4.016 2.338
C 6.379 3.889 1.190
O 6.936 2.570 1.138
C 6.037 1.655 0.523
H 8.688 1.052 6.623
H 7.603 2.141 7.463
H 9.203 2.642 6.762
H 8.317 4.383 5.630
H 6.612 4.029 6.180
H 7.564 4.350 3.288
H 6.526 5.426 4.119
H 6.266 2.625 3.189
H 4.965 5.047 2.386
H 4.437 3.415 2.105
H 7.178 4.614 1.341
H 5.958 4.134 0.216
H 5.845 1.809 -0.538
H 5.069 1.465 0.987
H 6.413 0.632 0.473
C -2.143 -5.865 -0.653
O -1.113 -6.226 0.217
C -0.079 -5.312 0.692
C 0.696 -4.559 -0.376
N -0.117 -3.443 -0.911
C 0.618 -2.442 -1.588
C 1.647 -1.506 -0.775
O 2.029 -0.452 -1.576
C 2.866 0.663 -0.939
H -2.913 -6.616 -0.478
H -1.875 -6.009 -1.700
H -2.601 -4.892 -0.474
H 0.539 -5.787 1.453
H -0.529 -4.619 1.403
H 1.167 -5.195 -1.125
H 1.517 -4.145 0.210
H -0.765 -3.870 -1.558
H -0.084 -1.716 -1.999
H 1.149 -2.844 -2.452
H 2.489 -1.992 -0.282
H 1.104 -1.068 0.064
H 3.220 1.474 -1.576
H 3.734 0.106 -0.586
H 2.359 1.016 -0.041
C -3.385 -1.835 -1.245
O -3.202 -0.401 -1.323
C -1.945 -0.048 -0.696
C -1.938 0.911 0.439
N -0.548 1.241 0.872
C -0.683 2.122 2.041
C 0.729 2.300 2.659
O 1.330 1.033 2.696
C 2.527 1.029 3.370
H -4.210 -2.189 -1.863
H -3.441 -2.071 -0.182
H -2.508 -2.346 -1.642
H -1.268 0.363 -1.445
H -1.365 -0.884 -0.306
H -2.502 0.533 1.292
H -2.296 1.832 -0.022
H 0.100 0.559 1.239
H -1.498 1.746 2.660
H -0.992 3.094 1.657
H 0.523 2.715 3.645
H 1.222 3.036 2.023
H 3.001 0.056 3.499
H 2.557 1.551 4.327
H 3.343 1.526 2.846
C 1.134 6.141 2.640
O -0.255 5.661 2.732
C -1.085 6.606 2.244
C -2.467 6.294 2.713
N -3.172 5.430 1.762
C -4.425 5.055 2.416
C -4.850 3.663 1.710
O -4.181 2.524 2.181
C -3.850 2.422 3.553
H 1.290 6.972 3.329
H 1.518 6.450 1.668
H 1.757 5.338 3.033
H -1.077 6.782 1.168
H -0.846 7.543 2.748
H -2.961 7.262 2.797
H -2.497 6.026 3.769
H -2.624 4.592 1.628
H -5.172 5.809 2.165
H -4.550 5.066 3.499
H -4.831 3.656 0.620
H -5.857 3.579 2.118
H -4.719 2.622 4.181
H -3.041 3.058 3.913
H -3.717 1.360 3.758
C -11.591 2.259 -6.500
O -11.670 1.491 -5.247
C -10.685 1.673 -4.293
C -10.816 0.530 -3.160
N -9.553 0.279 -2.300
C -9.143 1.381 -1.353
C -7.696 1.185 -0.756
O -7.631 -0.037 -0.129
C -6.394 -0.522 0.222
H -11.633 3.345 -6.418
H -12.423 2.006 -7.159
H -10.687 1.946 -7.021
H -10.681 2.642 -3.794
H -9.741 1.478 -4.801
H -10.957 -0.406 -3.699
H -11.661 0.751 -2.508
H -9.801 -0.569 -1.811
H -9.892 1.314 -0.564
H -9.271 2.378 -1.776
H -7.362 1.965 -0.072
H -6.959 1.220 -1.559
H -6.232 -1.502 0.672
H -5.998 0.215 0.920
H -5.731 -0.371 -0.630
C 13.162 -4.168 1.386
O 11.838 -4.159 1.896
C 11.264 -2.902 2.225
C 9.978 -3.239 3.048
N 9.572 -2.148 3.891
C 9.152 -1.000 3.178
C 7.684 -0.433 3.548
O 6.868 -1.578 3.410
C 5.507 -1.261 3.665
H 13.387 -3.280 0.795
H 13.317 -5.033 0.741
H 13.863 -4.241 2.217
H 11.067 -2.241 1.381
H 12.017 -2.382 2.817
H 10.283 -4.027 3.737
H 9.118 -3.475 2.422
H 8.729 -2.410 4.382
H 9.150 -1.152 2.099
H 9.916 -0.262 3.424
H 7.281 0.269 2.819
H 7.613 -0.048 4.566
H 5.355 -1.290 4.744
H 4.828 -2.082 3.437
H 5.264 -0.289 3.236
*
```

The value obtained for the calculated total energy is -4007.08011 a.u. As for the expectation value of S²: 0.75. For the gap between HOMO and LUMO (alpha / beta), the calculation gives 1.394 / 8.576 eV.



Record 2
Here is the molecule C3H3N3O from the Open Molecules 2025 dataset. Energies are from wB97M-V/def2-TZVPD.

ORCA input file:
```
! wB97M-V def2-TZVPD RIJCOSX def2/J DEFGRID3
* xyz 0 1
N -1.235 1.557 -0.800
C -0.510 0.576 -0.458
N -0.126 -0.409 -1.497
N 0.511 -1.408 -1.194
O 1.217 -1.420 2.088
C 0.657 -0.650 1.411
C 0.008 0.384 0.893
H -1.375 1.544 -1.815
H 0.782 -1.426 -0.166
H 0.071 1.253 1.538
*
```

The energy above the lowest of the compared OMol25 structures with the same formula, charge and spin comes out at 308.1 kJ/mol. The value obtained for the calculated total energy is -355.52253 a.u. For the gap between HOMO and LUMO, the calculation gives 9.302 eV. Its structure (SMILES) is [H]/N=N\C(C=C=O)=N/[H].



Record 3
Here is a cluster of 2 separate species, C5H5N3 in total from the Open Molecules 2025 dataset. Energies are from wB97M-V/def2-TZVPD.

ORCA input file:
```
! wB97M-V def2-TZVPD RIJCOSX def2/J DEFGRID3
* xyz 0 1
C 1.693 -0.279 1.738
C 2.606 -0.239 2.586
C -1.755 -0.072 -1.343
C -0.384 -0.331 0.307
C -0.388 0.064 -1.010
N -2.472 -0.275 -0.252
N -1.646 -0.420 0.744
N 0.663 0.612 -1.713
H 3.482 0.267 2.941
H -2.241 0.005 -2.246
H -2.064 -0.326 1.681
H 1.149 0.046 -2.392
H 1.357 0.948 -1.042
*
```

The energy above the lowest of the compared OMol25 structures with the same formula, charge and spin comes out at 715.9 kJ/mol. The value obtained for the calculated total energy is -357.49995 a.u. For the gap between HOMO and LUMO (alpha / beta), the calculation gives 7.257 / 7.240 eV.



Record 4
Here is a structure of composition C41H56HfN8S2SeSi from the Open Molecules 2025 dataset. Energies are from wB97M-V/def2-TZVPD.

ORCA input file:
```
! wB97M-V def2-TZVPD RIJCOSX def2/J DEFGRID3
* xyz 2 1
Hf -7.563 -10.554 17.693
C -10.815 -10.770 17.654
C -10.228 -11.864 18.516
N -9.205 -11.223 19.442
C -9.798 -10.335 20.459
C -8.958 -9.086 20.645
S -8.440 -8.318 19.179
C -10.010 -7.839 18.353
C -10.213 -8.511 16.988
N -9.735 -9.927 17.027
H -11.501 -10.151 18.353
H -11.548 -11.131 16.919
H -9.569 -12.639 18.047
H -11.074 -12.299 19.156
H -8.642 -11.984 19.808
H -9.929 -10.785 21.433
H -10.747 -9.969 20.039
H -8.011 -9.249 21.187
H -9.438 -8.359 21.274
H -9.872 -6.736 18.148
H -10.772 -8.002 19.103
H -9.626 -8.027 16.271
H -11.287 -8.367 16.883
H -9.594 -10.209 16.065
C -4.174 -12.768 15.592
C -5.441 -12.093 15.937
N -5.449 -11.178 16.887
N -4.280 -10.887 17.463
C -4.342 -10.209 18.589
N -3.259 -9.683 19.141
S -5.883 -9.632 19.289
C -6.728 -12.472 15.247
C -6.709 -13.344 14.222
C -7.848 -13.651 13.505
C -9.046 -13.102 13.927
C -9.082 -12.320 15.018
N -7.899 -11.925 15.654
H -4.300 -13.596 14.951
H -3.702 -12.966 16.668
H -3.432 -12.011 15.206
H -2.378 -10.045 18.807
H -3.293 -9.382 20.086
H -5.773 -13.909 13.966
H -7.812 -14.452 12.717
H -9.964 -13.351 13.474
H -9.944 -11.961 15.537
C -2.420 -13.071 20.820
C -3.558 -13.856 21.424
C -4.318 -12.951 22.338
C -5.489 -12.183 21.723
N -6.659 -13.061 21.554
C -7.123 -13.692 20.479
Se -6.628 -13.339 18.665
N -8.063 -14.516 20.958
C -8.391 -15.698 20.144
C -7.199 -16.696 20.195
C -6.683 -17.452 21.432
C -7.559 -18.578 22.016
C -8.219 -14.421 22.347
C -9.068 -15.068 23.241
C -8.939 -14.743 24.596
C -7.990 -13.832 24.952
C -7.121 -13.206 24.076
C -7.301 -13.482 22.736
H -2.015 -13.474 19.913
H -1.618 -13.009 21.592
H -2.711 -12.008 20.576
H -3.091 -14.718 21.930
H -4.241 -14.218 20.670
H -3.642 -12.194 22.698
H -4.655 -13.298 23.356
H -5.194 -11.646 20.815
H -5.789 -11.357 22.374
H -8.408 -15.361 19.131
H -9.355 -16.170 20.375
H -6.248 -16.207 19.839
H -7.364 -17.515 19.477
H -6.478 -16.828 22.300
H -5.696 -17.826 21.237
H -8.578 -18.345 22.189
H -7.089 -18.970 22.929
H -7.667 -19.510 21.423
H -9.745 -15.787 22.895
H -9.676 -15.200 25.221
H -7.995 -13.685 26.006
H -6.497 -12.429 24.452
C -7.718 -9.862 11.661
C -8.760 -9.344 12.370
C -8.419 -8.840 13.608
C -7.142 -8.872 14.193
C -6.113 -9.480 13.461
C -6.409 -10.009 12.205
Si -6.716 -8.475 15.977
C -7.153 -6.696 16.340
C -6.460 -6.071 17.393
C -6.657 -4.726 17.745
C -7.599 -4.022 16.940
C -8.269 -4.604 15.858
C -8.010 -5.952 15.551
H -7.831 -10.258 10.637
H -9.782 -9.257 12.128
H -9.205 -8.269 14.129
H -5.156 -9.377 13.879
H -5.580 -10.330 11.596
H -5.234 -8.704 15.873
H -5.646 -6.610 17.834
H -6.119 -4.119 18.469
H -7.887 -3.042 17.163
H -9.015 -4.107 15.276
H -8.455 -6.346 14.619
*
```

The energy above the lowest of the compared OMol25 structures with the same formula, charge and spin comes out at 141.7 kJ/mol. The value obtained for the calculated total energy is -5568.86355 a.u. For the gap between HOMO and LUMO, the calculation gives 6.206 eV.



Record 5
Here is a structure of composition Cl3HN2 from the Open Molecules 2025 dataset. Energies are from wB97M-V/def2-TZVPD.

ORCA input file:
```
! wB97M-V def2-TZVPD RIJCOSX def2/J DEFGRID3
* xyz 0 3
N -1.390 0.074 0.578
N 1.118 0.587 -0.885
Cl -0.807 -1.436 0.667
Cl 1.457 -0.995 -0.769
Cl 1.950 1.587 0.208
H -2.329 0.184 0.202
*
```

The energy above the lowest of the compared OMol25 structures with the same formula, charge and spin comes out at 0.0 kJ/mol. The value obtained for the calculated total energy is -1490.45642 a.u. As for the expectation value of S²: 2.01. For the gap between HOMO and LUMO (alpha / beta), the calculation gives 9.363 / 8.338 eV.



Record 6
Here is a cluster of 6 separate species, C45H43F6N3O5P in total from the Open Molecules 2025 dataset. Energies are from wB97M-V/def2-TZVPD.

ORCA input file:
```
! wB97M-V def2-TZVPD RIJCOSX def2/J DEFGRID3
* xyz 1 1
C 3.038 -4.369 1.098
C 3.121 -3.878 -0.134
C 2.921 -3.781 -1.746
C 1.508 -3.133 -2.176
C 0.216 -3.759 -1.432
C -0.932 -2.632 -1.201
C -0.548 -1.355 -0.354
C 0.879 -1.083 0.348
O 1.692 -0.296 -0.239
O 1.177 -1.693 1.638
C -1.653 -0.245 -0.176
C -3.090 -0.479 -0.819
P -4.348 0.951 -0.500
O -4.212 2.068 -1.558
N -3.440 -1.700 -1.588
C -4.814 -1.894 -2.215
C -4.829 -1.347 -3.761
N -4.371 0.093 -3.856
C -2.413 -2.753 -1.784
C -2.748 -4.121 -2.611
O -3.055 -4.155 -3.839
N -2.651 -5.378 -1.832
C -3.589 -5.421 -0.694
O -3.509 -4.741 0.368
F -4.689 -6.373 -0.769
H 2.767 -4.613 2.199
H 3.744 -3.031 -2.098
H 3.167 -4.775 -2.284
H 1.552 -1.968 -2.131
H 1.374 -3.373 -3.312
H -0.151 -4.639 -2.101
H 0.425 -4.217 -0.397
H 0.914 -0.975 2.280
H -1.381 0.721 0.415
H -4.037 1.537 0.792
H -5.691 0.424 -0.366
H -5.163 -3.003 -2.157
H -5.634 -1.285 -1.673
H -5.893 -1.377 -4.211
H -4.137 -1.953 -4.454
H -4.447 0.336 -4.866
H -3.368 0.182 -3.619
H -2.815 -6.197 -2.467
F 6.051 -4.332 1.857
C 6.442 -3.343 2.675
C 6.442 -2.035 2.212
C 6.843 -1.009 3.063
C 7.249 -1.303 4.364
C 7.249 -2.621 4.816
C 6.838 -3.646 3.969
H 6.131 -1.826 1.195
H 6.840 0.019 2.714
H 7.565 -0.503 5.025
H 7.570 -2.849 5.828
H 6.824 -4.676 4.307
F -6.436 -0.540 -5.924
C -7.624 0.076 -6.063
C -8.742 -0.670 -6.405
C -9.972 -0.033 -6.544
C -10.068 1.343 -6.349
C -8.937 2.083 -6.009
C -7.709 1.445 -5.860
H -8.647 -1.738 -6.562
H -10.855 -0.608 -6.805
H -11.027 1.840 -6.461
H -9.013 3.155 -5.862
H -6.821 2.004 -5.588
F -2.635 2.548 1.603
C -2.594 3.764 2.185
C -1.466 4.140 2.898
C -1.422 5.397 3.495
C -2.511 6.259 3.379
C -3.640 5.869 2.664
C -3.680 4.616 2.058
H -0.632 3.453 2.985
H -0.541 5.705 4.049
H -2.477 7.238 3.848
H -4.489 6.540 2.578
H -4.548 4.299 1.490
F 11.541 -3.958 2.752
C 10.845 -4.786 1.958
C 11.466 -5.909 1.432
C 10.741 -6.770 0.613
C 9.407 -6.493 0.320
C 8.795 -5.359 0.849
C 9.516 -4.503 1.678
H 12.506 -6.104 1.664
H 11.216 -7.656 0.203
H 8.844 -7.163 -0.323
H 7.758 -5.142 0.617
H 9.053 -3.621 2.106
F 0.075 8.157 2.634
C 0.115 9.368 3.214
C 1.243 9.744 3.928
C 1.286 11.001 4.524
C 0.197 11.863 4.409
C -0.932 11.473 3.693
C -0.972 10.220 3.087
H 2.077 9.057 4.014
H 2.167 11.309 5.079
H 0.230 12.842 4.878
H -1.781 12.143 3.607
H -1.839 9.903 2.519
*
```

The value obtained for the calculated total energy is -3220.93471 a.u. For the gap between HOMO and LUMO, the calculation gives 5.065 eV.



Record 7
Here is the molecule C3H5N3O from the Open Molecules 2025 dataset. Energies are from wB97M-V/def2-TZVPD.

ORCA input file:
```
! wB97M-V def2-TZVPD RIJCOSX def2/J DEFGRID3
* xyz 0 3
C -0.803 1.339 0.200
C -0.161 -0.808 0.105
C 2.080 -0.312 -0.100
N -1.995 1.034 0.019
N -1.318 -1.236 -0.051
N -2.299 -0.250 -0.195
O 1.055 -1.263 0.178
H -0.338 2.286 0.302
H 1.631 0.642 -0.397
H 2.688 -0.713 -0.913
H 2.691 -0.173 0.793
H -3.231 -0.546 0.059
*
```

The energy above the lowest of the compared OMol25 structures with the same formula, charge and spin comes out at 364.2 kJ/mol. The value obtained for the calculated total energy is -356.50511 a.u. As for the expectation value of S²: 2.02. For the gap between HOMO and LUMO (alpha / beta), the calculation gives 5.852 / 5.709 eV.